This record from the Open Molecules 2025 dataset describes a structure of composition C5H7NO in a non-equilibrium geometry. The level of theory is wB97M-V/def2-TZVPD.

Summary:
HOMO energy = -9.82 eV
Energy relative to the best compared isomer or geometry (same formula, charge and spin) = 89.7 kcal per mole
Frontier orbital gap = 9.99 eV

Cartesian coordinates (Å):
1 C -0.403900 -0.244748 -1.056086
2 C -0.091893 -1.636840 -0.929224
3 C 0.375895 -2.123277 0.329862
4 C 0.272926 -1.382613 1.535453
5 C 0.194557 0.085684 1.195071
6 H -1.348135 3.468984 -0.257975
7 H 0.174269 2.877305 -0.860630
8 H -0.402403 0.478283 -2.059584
9 H 0.014758 -2.074841 -1.973959
10 H 0.482202 -3.192145 0.342310
11 H 0.602708 -1.705003 2.624559
12 H 0.501045 0.912006 1.884866
13 N -0.043156 0.620448 -0.009055
14 O -0.328872 3.916756 -0.765609

Forces on the atoms, in the same order (eV/Å):
C 3.1 2.0 0.1
C 0.3 2.9 -1.6
C -2.3 -0.2 0.5
C 1.5 2.8 -1.3
C 0.5 -0.7 0.6
H 4.9 2.2 -2.4
H -2.2 4.5 0.6
H -0.7 -2.8 2.3
H -0.3 -0.4 2.0
H 0.7 -0.4 0.3
H -0.9 0.5 -2.7
H -0.5 -1.3 0.0
N -1.4 -2.2 -0.3
O -2.7 -6.8 1.9


This record from the Open Molecules 2025 dataset describes a structure of composition C5H7NO in a non-equilibrium geometry. The level of theory is wB97M-V/def2-TZVPD.

Summary:
HOMO energy = -8.37 eV
Energy relative to the best compared isomer or geometry (same formula, charge and spin) = 123.0 kcal per mole
Frontier orbital gap = 9.15 eV

Cartesian coordinates (Å):
1 O 1.877391 1.636436 -0.903512
2 C 0.987625 0.851087 -0.630660
3 C 0.400486 -0.282449 -1.382683
4 N -0.577524 -0.830901 -0.314131
5 C 0.256547 -0.800411 0.991714
6 C 0.199223 0.742673 0.720802
7 C -1.206208 0.452191 0.164972
8 H 1.096988 -1.062628 -1.702805
9 H -0.793189 -1.046081 -1.471974
10 H 1.211211 -1.328191 0.894867
11 H -0.311012 -1.136307 1.871953
12 H 0.428398 1.486379 1.485183
13 H -1.975949 0.229197 0.915101
14 H -1.593987 1.089006 -0.638827

Forces on the atoms, in the same order (eV/Å):
O -0.8 -0.7 0.3
C 0.2 0.2 0.0
C 0.1 0.0 -0.1
N 0.0 0.2 0.1
C 0.0 -0.1 -0.3
C 0.2 0.1 0.0
C 0.0 -0.1 -0.1
H -0.1 0.2 0.2
H 0.2 0.1 0.4
H -0.3 0.2 0.0
H 0.1 0.1 -0.3
H -0.1 -0.2 -0.2
H 0.2 0.1 -0.2
H 0.1 -0.2 0.2


Q: Look up the HOMO energy of the first one.
A: -9.82 eV